# C3H3O2Pm

A molecular structure, C3H3O2Pm in a non-equilibrium geometry (ωB97M-V with the def2-TZVPD basis set, the Open Molecules 2025 dataset).

Output
Max |F| ... 7.869 eV/A
Calculated total energy ... -23782.97512 eV
<S²> ... 6.4311
Frontier orbital gap (alpha / beta) ... 6.2 / 6.6 eV

The geometry in ORCA input format:
```
! RIJCOSX wB97M-V def2-TZVPD def2/J DEFGRID3
* xyz 2 5
C -3.27780 0.54802 -0.45192
C -2.06305 0.83915 0.02920
H -3.40083 -0.25963 -1.18002
H -1.99214 1.58041 0.83572
H -4.17628 0.99395 -0.01534
O -0.78905 -0.64284 0.61580
C 0.30574 -0.76236 1.17764
O 1.29869 -1.37730 0.92916
Pm 0.77620 1.00169 -1.39831
*
```